C9H24Cl6O3S3 | wB97M-V/def2-TZVPD

- orbital gap (eV) = 8.85
- largest force on an atom (eV/A) = 2.64
- LUMO energy (Ha) = 0.00121

Geometry (Å):
C  -0.16191  -5.58919  -0.02027
S  -1.86781  -5.39190  -0.39929
O  -2.75383  -6.54818  0.04709
C  -2.22146  -4.02826  0.64315
H  0.22800  -6.42527  -0.69661
H  0.05618  -5.92649  0.95567
H  0.35876  -4.67112  -0.25696
H  -1.36595  -3.33571  0.69554
H  -2.38892  -4.36747  1.70103
H  -3.13344  -3.57227  0.26080
C  5.37877  -0.29452  -1.33827
S  3.62606  0.00199  -1.03259
O  3.52067  1.04337  -0.01744
C  3.18916  0.71107  -2.65901
H  5.84355  0.68425  -1.52069
H  5.43762  -0.96875  -2.18401
H  5.75769  -0.70096  -0.38581
H  2.21808  1.12478  -2.47315
H  3.17778  -0.08389  -3.38656
H  3.90159  1.44143  -3.03870
C  -1.73898  3.50158  2.55866
S  -2.46377  5.11647  2.80214
O  -2.42033  5.36759  4.30969
C  -1.07955  6.00888  2.12008
H  -2.54720  2.84534  2.74876
H  -0.92232  3.39441  3.24742
H  -1.43866  3.48177  1.48734
H  -1.26291  7.05008  2.31431
H  -1.05994  5.82469  1.01094
H  -0.19657  5.65253  2.64906
C  -0.59467  -0.10979  -0.91653
Cl  -0.48751  1.47899  -1.73550
Cl  -0.26331  -1.53522  -1.87914
H  0.23512  -0.12033  -0.18672
H  -1.56684  -0.17813  -0.45710
C  -4.40895  1.25449  -3.40908
Cl  -4.17542  2.50812  -4.58183
Cl  -5.21093  -0.19941  -4.17726
H  -3.46855  0.92424  -2.95216
H  -5.07927  1.64899  -2.61218
C  2.29331  -1.27485  2.62653
Cl  0.74270  -1.99726  2.11738
Cl  3.68440  -2.18541  2.08438
H  2.29451  -0.25651  2.21017
H  2.33505  -1.30417  3.72670

Forces on atoms 1 to 2 (eV/Å):
C 1.026 -1.900 -1.517
S -1.737 -1.224 -1.084